(1)
DFT (ωB97M-V with the def2-TZVPD basis set) results for 8 unconnected molecules or ions with the total composition C32H49NO16P.

Calculated values
- Total charge: -1
- E: -77516.974 eV
- Gap between HOMO and LUMO: 5.3 eV
- HOMO level: -3.12 eV

Element x y z (Å)
C (-1.490, 0.100, -0.673)
C (-1.674, -1.178, -0.501)
C (-2.066, -2.711, -0.159)
C (-1.125, -3.784, -0.908)
P (0.660, -3.750, -0.304)
N (1.059, -2.462, 0.571)
O (1.668, -3.748, -1.713)
O (1.041, -5.245, 0.523)
H (-1.187, 1.141, -1.072)
H (-3.163, -2.840, -0.530)
H (-2.109, -2.884, 0.991)
H (-1.526, -4.833, -0.599)
H (1.792, -1.968, 0.013)
H (1.346, -4.511, -2.271)
H (0.459, -5.318, 1.313)
O (-0.269, 2.124, -4.331)
C (0.710, 1.561, -3.894)
O (0.730, 0.865, -2.728)
C (2.067, 0.426, -2.460)
C (2.761, 0.427, -3.801)
C (2.076, 1.566, -4.522)
H (2.528, 1.123, -1.753)
H (2.045, -0.569, -2.013)
H (3.844, 0.543, -3.726)
H (2.557, -0.513, -4.325)
H (2.559, 2.526, -4.319)
H (2.015, 1.384, -5.595)
O (-4.449, -1.983, 1.725)
C (-5.286, -1.463, 1.031)
O (-5.089, -0.315, 0.327)
C (-6.314, 0.076, -0.296)
C (-7.138, -1.187, -0.382)
C (-6.698, -1.949, 0.848)
H (-6.792, 0.842, 0.324)
H (-6.107, 0.497, -1.282)
H (-8.213, -0.998, -0.421)
H (-6.862, -1.749, -1.281)
H (-7.286, -1.677, 1.728)
H (-6.725, -3.027, 0.684)
O (-0.886, -6.062, 2.686)
C (-2.063, -6.270, 2.522)
O (-2.677, -7.450, 2.818)
C (-4.044, -7.389, 2.400)
C (-4.373, -5.917, 2.329)
C (-3.049, -5.304, 1.929)
H (-4.134, -7.883, 1.427)
H (-4.673, -7.914, 3.122)
H (-5.188, -5.691, 1.638)
H (-4.662, -5.553, 3.321)
H (-2.920, -5.284, 0.844)
H (-2.925, -4.307, 2.351)
O (2.178, 2.082, 1.372)
C (2.240, 1.395, 2.363)
O (3.407, 1.022, 2.959)
C (3.121, 0.126, 4.038)
C (1.685, 0.400, 4.413)
C (1.070, 0.793, 3.089)
H (3.271, -0.900, 3.689)
H (3.804, 0.320, 4.868)
H (1.194, -0.451, 4.889)
H (1.638, 1.248, 5.106)
H (0.713, -0.078, 2.531)
H (0.270, 1.523, 3.218)
O (9.105, 3.927, 2.813)
C (7.928, 3.709, 2.647)
O (7.321, 2.529, 2.946)
C (5.953, 2.580, 2.523)
C (5.615, 4.047, 2.444)
C (6.936, 4.667, 2.046)
H (5.869, 2.081, 1.553)
H (5.325, 2.057, 3.244)
H (4.801, 4.264, 1.750)
H (5.321, 4.413, 3.433)
H (7.067, 4.682, 0.961)
H (7.053, 5.667, 2.463)
O (1.431, -0.106, -7.038)
C (0.254, -0.319, -7.199)
O (-0.353, -1.499, -6.900)
C (-1.722, -1.445, -7.313)
C (-2.058, 0.025, -7.386)
C (-0.738, 0.642, -7.791)
H (-1.813, -1.941, -8.285)
H (-2.346, -1.972, -6.588)
H (-2.876, 0.246, -8.074)
H (-2.344, 0.389, -6.393)
H (-0.612, 0.661, -8.876)
H (-0.616, 1.641, -7.371)
O (3.587, 6.249, 3.434)
C (2.415, 6.017, 3.267)
O (1.824, 4.828, 3.567)
C (0.457, 4.857, 3.143)
C (0.098, 6.322, 3.062)
C (1.411, 6.959, 2.663)
H (0.382, 4.355, 2.174)
H (-0.163, 4.324, 3.866)
H (-0.718, 6.527, 2.366)
H (-0.202, 6.686, 4.050)
H (1.543, 6.975, 1.579)
H (1.514, 7.962, 3.079)

Atomic partial charges in e from the Löwdin method, atoms 1 to 6: atom 1 (C): 0.02, atom 2 (C): -0.13, atom 3 (C): -0.35, atom 4 (C): -0.34, atom 5 (P): 0.58, atom 6 (N): -0.24

(2)
DFT (ωB97M-V with the def2-TZVPD basis set) results for a molecular structure, C32H50BF4GdN8.

Calculated values
- Total charge: 0
- E: -78304.274 eV
- Gap between HOMO and LUMO (spin up / spin down): 5.4 / 7.3 eV
- 2S+1: 8
- Expectation value of S²: 15.874
- HOMO level (spin up / spin down): -6.92 / -6.96 eV

Element x y z (Å)
Gd (0.274, -0.462, -0.001)
C (-0.348, -4.688, -0.774)
C (0.100, -4.061, 0.561)
C (-1.018, -3.316, 1.324)
N (-0.567, -1.987, 1.747)
C (-0.163, -1.818, 2.977)
C (0.015, -2.883, 3.915)
C (-0.044, -2.888, 5.285)
C (-0.305, -1.831, 6.160)
C (-0.255, -0.495, 5.827)
C (0.133, 0.083, 4.622)
C (0.331, -0.470, 3.344)
N (0.948, 0.196, 2.369)
C (1.930, 1.173, 2.805)
C (3.053, 1.240, 1.778)
C (3.592, -0.150, 1.471)
N (2.881, -0.727, 0.336)
C (3.329, -1.884, -0.096)
C (4.215, -2.703, 0.650)
C (5.041, -3.748, 0.284)
C (5.334, -4.216, -0.987)
C (4.665, -3.845, -2.145)
C (3.494, -3.127, -2.273)
C (2.713, -2.410, -1.334)
N (1.440, -2.110, -1.519)
C (0.709, -2.986, -2.443)
C (0.604, -4.447, -1.953)
H (-1.332, -4.310, -1.050)
H (-0.457, -5.769, -0.651)
H (0.888, -3.340, 0.363)
H (0.542, -4.824, 1.206)
H (-1.375, -3.902, 2.173)
H (-1.872, -3.172, 0.666)
H (0.201, -3.847, 3.456)
H (0.080, -3.861, 5.750)
H (-0.498, -2.082, 7.195)
H (-0.458, 0.205, 6.631)
H (0.265, 1.160, 4.656)
H (2.355, 0.862, 3.767)
H (1.519, 2.184, 2.974)
H (3.842, 1.900, 2.145)
H (2.672, 1.637, 0.839)
H (3.492, -0.766, 2.375)
H (4.661, -0.104, 1.234)
H (4.224, -2.474, 1.709)
H (5.584, -4.211, 1.101)
H (6.129, -4.944, -1.083)
H (5.058, -4.253, -3.070)
H (3.084, -3.116, -3.276)
H (1.174, -2.992, -3.436)
H (-0.288, -2.589, -2.582)
H (1.604, -4.810, -1.700)
H (0.246, -5.042, -2.797)
C (-2.961, 1.844, -1.416)
C (-1.528, 1.958, -1.943)
N (-0.829, 0.666, -2.063)
C (0.172, 0.675, -3.139)
C (1.185, 1.809, -2.961)
N (1.525, 2.055, -1.555)
C (1.968, 3.442, -1.346)
C (1.782, 4.034, 0.056)
C (0.341, 4.082, 0.553)
N (-0.211, 2.782, 0.915)
C (-1.546, 2.906, 1.483)
C (-2.126, 1.546, 1.844)
N (-2.142, 0.619, 0.703)
C (-3.237, 0.880, -0.246)
H (-3.612, 1.516, -2.229)
H (-3.274, 2.856, -1.150)
H (-0.939, 2.586, -1.283)
H (-1.591, 2.440, -2.928)
H (-1.535, -0.010, -2.346)
H (-0.307, 0.810, -4.117)
H (0.679, -0.292, -3.142)
H (0.739, 2.723, -3.354)
H (2.068, 1.600, -3.577)
H (2.270, 1.418, -1.281)
H (1.376, 4.068, -2.017)
H (3.018, 3.576, -1.644)
H (2.140, 5.065, -0.003)
H (2.408, 3.534, 0.793)
H (-0.294, 4.512, -0.232)
H (0.291, 4.779, 1.405)
H (0.388, 2.332, 1.597)
H (-2.186, 3.398, 0.744)
H (-1.549, 3.541, 2.383)
H (-3.139, 1.698, 2.237)
H (-1.527, 1.106, 2.641)
H (-2.327, -0.304, 1.086)
H (-4.114, 1.261, 0.294)
H (-3.526, -0.078, -0.661)
F (-3.825, -2.447, -0.983)
B (-2.808, -2.208, -1.883)
F (-3.095, -1.150, -2.755)
F (-2.417, -3.327, -2.581)
F (-1.640, -1.734, -1.057)

Atomic partial charges in e from the Löwdin method, atoms 1 to 6: atom 1 (Gd): 1.73, atom 2 (C): -0.17, atom 3 (C): -0.15, atom 4 (C): -0.20, atom 5 (N): -0.07, atom 6 (C): -0.23